# C27H46BrNOP2PtS

A molecular structure, C27H46BrNOP2PtS (ωB97M-V/def2-TZVPD, the OMol25 dataset).

Element x y z (Å)
1 C -1.761 -1.565 -1.978
2 Br 1.718 0.411 1.266
3 O -1.524 -0.239 2.000
4 H 5.337 2.144 -2.074
5 H 5.827 -2.487 1.292
6 H 4.708 2.998 -0.650
7 H 0.315 -1.871 -4.269
8 C -3.932 3.378 -4.026
9 H -0.830 -4.684 0.864
10 P -0.056 -1.827 -1.300
11 H -0.811 -3.251 -4.058
12 C 0.100 1.121 -2.270
13 H -2.999 2.376 -5.695
14 H -3.090 2.247 -1.970
15 H -2.179 2.320 3.350
16 C 4.048 -1.947 0.107
17 H 3.017 -1.584 0.272
18 H -1.554 1.792 4.956
19 H 4.271 -2.580 2.169
20 C -5.040 4.021 -4.702
21 H 5.967 -1.785 -3.447
22 H 0.562 -2.787 0.824
23 C -6.592 4.307 -6.534
24 C -0.330 -0.821 4.288
25 H -5.419 5.393 -3.047
26 H -3.500 -2.184 -0.845
27 C -1.183 -3.948 0.129
28 H -7.364 6.498 -4.158
29 C 5.098 2.037 -1.013
30 S -0.782 0.461 3.092
31 H -0.707 -1.786 3.925
32 C -5.732 5.068 -4.040
33 H -1.975 -2.457 -2.590
34 H -4.952 2.855 -6.552
35 H -2.262 -3.809 0.291
36 C 0.231 -2.913 -3.909
37 C -2.033 1.908 -3.832
38 H 0.884 -3.542 -4.543
39 H 3.175 1.092 -1.549
40 C 0.258 1.115 -3.670
41 H 3.042 -1.719 -2.431
42 H -1.679 -0.705 -2.660
43 C -6.823 5.687 -4.665
44 H 0.398 -4.087 -2.073
45 H 6.006 1.767 -0.462
46 C -0.409 -2.636 0.315
47 C -0.857 1.425 -4.445
48 C -5.468 3.644 -5.998
49 H 0.768 -0.817 4.306
50 C 4.009 -1.254 -2.676
51 C -2.858 -1.300 -0.945
52 H -2.888 0.833 4.121
53 P 4.710 -0.733 -1.093
54 H -3.781 3.732 -2.999
55 H -0.841 1.359 -5.531
56 H -1.050 -4.388 -0.870
57 C -1.986 1.453 4.000
58 C 4.041 0.939 -0.847
59 H -1.091 1.564 -0.541
60 H 4.612 -2.296 -4.477
61 C -2.150 1.927 -2.422
62 H -0.750 -0.561 5.267
63 H -2.464 -1.058 0.053
64 H 1.779 -3.008 -2.396
65 H 3.993 -2.932 -0.391
66 H 4.982 -3.200 -2.999
67 H 3.822 -0.333 -3.245
68 Pt 1.405 -0.144 -1.288
69 C 0.674 -3.085 -2.451
70 H 4.994 -0.995 1.821
71 C -1.057 1.576 -1.628
72 C 4.844 -2.008 1.424
73 C 4.950 -2.195 -3.440
74 H -6.981 4.025 -7.522
75 N -7.219 5.291 -5.879
76 H -0.967 -1.907 0.941
77 H 3.640 0.952 0.184
78 C -3.055 2.521 -4.614
79 H 1.225 0.824 -4.079
80 H -3.516 -0.479 -1.266

Cartesian forces (eV/Å) of the 3 atoms listed first:
C 0.424 0.550 -0.375
Br -0.664 -0.256 -0.262
O 0.509 1.153 0.635

- energy above the lowest of the compared OMol25 structures with the same formula, charge and spin (kcal/mol) = 15.0
- E_HOMO (alpha / beta) (eV) = -18.131 / -18.026
- gap between HOMO and LUMO (alpha / beta) (eV) = 6.112 / 4.118
- net charge = +4
- 2S+1 = 5



# C27H46BrNOP2STi

A molecular structure, C27H46BrNOP2STi (ωB97M-V/def2-TZVPD, the OMol25 dataset).

Element x y z (Å)
1 C -1.528 -4.447 1.593
2 H 4.158 -2.530 1.283
3 H -0.075 -1.416 -2.594
4 H -2.213 2.125 3.996
5 S -0.269 0.781 4.449
6 C -3.482 2.240 -2.483
7 Br 2.248 0.371 0.513
8 C 0.010 1.459 -1.762
9 H 0.939 1.462 -2.337
10 H 7.594 1.290 0.651
11 H 0.951 -3.625 -0.663
12 H -3.606 1.816 -3.479
13 H -1.131 2.209 1.419
14 H 3.762 -0.945 2.010
15 P -0.531 -2.069 0.369
16 C 0.670 -2.587 -0.896
17 H -4.919 2.500 -4.644
18 C 5.433 0.989 0.638
19 C -6.564 5.828 -3.757
20 H 0.541 -3.818 1.564
21 H -1.289 1.088 -3.460
22 H 4.957 -2.727 3.583
23 C -3.287 -1.592 0.623
24 H 6.824 1.707 -0.896
25 O -0.456 0.344 2.907
26 C 0.204 -2.445 -2.340
27 H -6.320 3.722 -6.263
28 C -0.456 -3.360 1.650
29 H -0.464 -1.581 4.493
30 C 4.913 -1.253 -1.154
31 C -2.443 1.811 -0.299
32 H -0.478 -2.831 2.615
33 C -1.223 1.340 -2.394
34 H 4.917 -0.347 -1.781
35 H -7.095 6.771 -3.550
36 C -0.427 -0.808 5.269
37 H -4.057 3.840 -1.165
38 C -1.203 1.810 0.396
39 H -2.397 -3.089 -0.700
40 H -3.808 -2.440 1.088
41 C -0.037 1.520 -0.393
42 C -6.156 4.135 -5.264
43 C -2.404 1.708 -1.694
44 Ti -0.081 0.186 1.087
45 C -5.356 3.450 -4.348
46 H 5.615 -3.324 -1.284
47 H -1.205 -5.297 2.205
48 H -2.660 0.573 4.791
49 H -1.695 -4.823 0.577
50 C 6.700 1.727 0.192
51 C -4.195 3.345 -2.133
52 H -2.168 -1.413 -1.225
53 H -2.914 -0.939 1.429
54 H -3.374 1.958 0.238
55 C -5.735 5.238 -2.791
56 H 6.404 -2.419 2.602
57 H -1.876 1.894 5.746
58 H 0.438 -0.954 5.926
59 C -1.937 1.399 4.769
60 C 5.773 -2.361 -1.783
61 C -2.201 -2.068 -0.341
62 H 1.559 -1.963 -0.717
63 H 5.690 -1.117 3.578
64 P 5.626 -0.820 0.476
65 H -0.648 -3.103 -2.546
66 H 6.839 -2.112 -1.712
67 H 1.023 -2.739 -3.007
68 H -2.488 -4.105 1.996
69 H 5.218 1.194 1.698
70 H -5.589 5.759 -1.841
71 C 4.585 -1.620 1.739
72 H 5.525 -2.494 -2.840
73 H 3.870 -1.571 -1.012
74 N -6.750 5.288 -4.965
75 C 5.458 -1.986 2.951
76 H 4.571 1.306 0.036
77 C -5.104 4.001 -3.071
78 H -1.333 -0.815 5.881
79 H -4.026 -1.008 0.061
80 H 6.639 2.776 0.496

Cartesian forces (eV/Å) of the 3 atoms listed first:
C -0.078 -0.329 0.165
H 0.173 0.333 0.075
H 0.042 -0.189 0.124

- energy above the lowest of the compared OMol25 structures with the same formula, charge and spin (kcal/mol) = 36.4
- E_HOMO (alpha / beta) (eV) = -12.092 / -12.121
- gap between HOMO and LUMO (alpha / beta) (eV) = 6.867 / 3.840
- net charge = +2
- 2S+1 = 3



# C27H46Cl2N4O

A molecular structure, C27H46Cl2N4O (ωB97M-V/def2-TZVPD, the OMol25 dataset).

Element x y z (Å)
1 H 33.529 -8.798 -7.922
2 H 28.873 -10.189 -7.750
3 H 28.517 -11.380 -9.801
4 C 36.778 -7.914 -8.535
5 H 36.214 -12.637 -8.378
6 H 29.422 -11.690 -12.757
7 H 35.001 -8.240 -12.930
8 C 31.082 -13.907 -10.787
9 C 33.641 -12.300 -6.651
10 H 27.661 -13.328 -12.435
11 H 35.071 -8.088 -11.165
12 H 29.980 -9.754 -8.940
13 H 30.890 -8.345 -8.119
14 H 30.908 -10.181 -6.485
15 C 33.844 -6.467 -10.455
16 C 30.933 -10.862 -7.336
17 H 33.024 -7.165 -10.286
18 C 35.435 -7.392 -8.720
19 H 33.689 -7.108 -8.264
20 H 34.601 -9.875 -5.703
21 H 35.913 -9.481 -11.993
22 O 33.430 -9.271 -9.463
23 H 27.527 -15.682 -10.066
24 H 33.682 -8.847 -6.815
25 H 31.062 -11.877 -6.960
26 N 37.872 -8.246 -8.511
27 Cl 32.648 -7.472 -6.123
28 H 34.226 -11.442 -9.204
29 C 35.824 -11.914 -7.661
30 H 34.008 -8.495 -9.600
31 H 35.514 -12.282 -5.494
32 H 33.027 -12.977 -7.244
33 H 26.787 -15.180 -11.640
34 C 35.135 -12.606 -6.463
35 H 34.980 -9.987 -8.533
36 N 28.857 -14.671 -11.321
37 H 34.845 -8.244 -10.629
38 C 27.690 -15.517 -11.131
39 C 32.157 -11.051 -13.055
40 C 29.765 -10.568 -8.247
41 C 29.316 -11.714 -9.139
42 C 30.043 -14.883 -10.681
43 C 31.707 -7.872 -8.665
44 H 28.713 -12.378 -8.520
45 C 33.707 -9.820 -6.324
46 C 31.916 -11.693 -11.758
47 N 33.851 -9.700 -11.954
48 H 29.978 -15.820 -10.147
49 H 35.943 -6.880 -10.728
50 H 32.308 -11.475 -8.920
51 Cl 31.374 -6.165 -9.167
52 C 33.000 -7.847 -7.856
53 C 35.065 -8.795 -11.995
54 H 33.490 -9.656 -14.050
55 H 33.804 -5.559 -9.853
56 H 30.114 -12.276 -9.624
57 H 35.560 -6.379 -8.337
58 C 29.660 -12.588 -12.206
59 H 35.196 -13.694 -6.418
60 H 33.830 -6.208 -11.513
61 N 33.554 -10.925 -7.315
62 H 32.281 -11.442 -9.630
63 H 27.964 -16.540 -11.389
64 H 36.710 -11.356 -7.358
65 C 35.071 -7.267 -10.201
66 H 34.690 -7.964 -8.167
67 H 33.141 -12.139 -5.696
68 C 34.744 -11.033 -8.337
69 H 32.842 -9.896 -5.666
70 H 31.908 -8.434 -9.577
71 H 34.140 -9.877 -9.890
72 C 33.184 -10.089 -13.109
73 C 32.251 -10.725 -8.131
74 C 30.924 -12.729 -11.570
75 C 28.634 -13.555 -12.026
76 C 32.657 -11.294 -10.631
77 H 32.373 -9.738 -8.577
78 C 33.591 -10.195 -10.764
79 H 31.543 -11.218 -13.927
80 H 32.017 -14.015 -10.258

Cartesian forces (eV/Å) of the 3 atoms listed first:
H -1.376 1.646 -0.166
H 0.185 -0.180 0.542
H 0.547 0.265 -0.652

- E_HOMO (eV) = -12.297
- gap between HOMO and LUMO (eV) = 5.596
- net charge = +2



# C27H46N7O3S

7 unconnected molecules or ions with the total composition C27H46N7O3S (ωB97M-V/def2-TZVPD, the OMol25 dataset).

Element x y z (Å)
1 H 7.952 2.037 4.582
2 H -7.993 -5.957 1.744
3 C 2.636 1.575 2.145
4 C 0.687 3.034 3.883
5 H -2.129 2.770 -0.687
6 H -2.505 4.328 -2.623
7 C 0.536 4.780 -1.112
8 S -0.804 -1.363 2.018
9 C -2.252 3.848 -0.545
10 H 1.708 1.697 -7.780
11 H -1.338 -3.596 1.288
12 H 6.852 3.078 6.561
13 C -0.276 -4.696 2.833
14 N -1.013 -3.780 3.404
15 C -2.387 -2.190 -1.949
16 N -3.284 -2.773 -1.450
17 H 8.087 1.008 6.004
18 H 6.075 0.627 3.718
19 H -4.822 -5.009 -1.016
20 H -1.208 -4.187 -3.321
21 C 0.994 1.924 -6.982
22 H -6.832 -7.226 1.319
23 H -0.112 -3.989 -4.684
24 C -0.372 2.200 -7.602
25 C -0.857 -2.115 -3.899
26 C 6.744 0.265 4.503
27 H -0.239 3.288 -2.416
28 O 0.767 -5.238 2.371
29 H -1.659 4.149 0.322
30 H 3.012 3.564 1.427
31 C 0.973 0.761 -5.988
32 H -1.104 2.497 -6.847
33 H -7.182 -5.589 -0.555
34 H -1.706 -2.091 -4.591
35 H -6.354 -5.890 2.384
36 O -1.456 -0.693 0.803
37 N 4.642 3.358 4.250
38 C 2.200 3.020 1.919
39 H -0.752 1.316 -8.123
40 C 6.349 2.278 6.013
41 H 5.787 1.675 6.732
42 C -4.146 -5.224 0.987
43 H 7.516 -0.338 4.019
44 C -1.610 -3.014 2.239
45 H -3.300 4.042 -0.306
46 H 1.347 3.030 1.235
47 H -0.047 -1.545 -4.363
48 H 1.348 2.832 -6.483
49 C 1.832 3.741 3.218
50 H -4.926 -6.657 -0.378
51 N -3.418 -4.921 1.868
52 C -5.072 -5.601 -0.132
53 C 7.378 1.416 5.277
54 H -0.398 -1.439 -1.887
55 H -0.302 3.017 -8.325
56 N -0.706 1.316 -3.971
57 H 1.540 4.774 3.007
58 H -6.660 -4.278 0.498
59 H -1.067 0.823 3.065
60 H 1.974 0.594 -5.582
61 H -1.918 -0.527 4.071
62 C -6.945 -6.152 1.503
63 H 2.916 1.110 1.196
64 C -0.393 4.351 -2.211
65 H -1.991 5.685 -1.625
66 C 0.033 1.072 -4.859
67 H 3.499 1.527 2.815
68 C -0.978 -0.247 3.482
69 N -0.211 2.468 4.402
70 H -0.098 -0.326 4.205
71 C -0.406 -3.562 -3.722
72 O 0.703 -1.547 1.775
73 H 2.688 3.763 3.901
74 H 0.451 -3.625 -3.045
75 H 1.832 0.973 2.575
76 C -1.245 -1.447 -2.579
77 H -1.547 -0.413 -2.755
78 C 5.394 2.885 5.027
79 H -0.152 4.910 -3.120
80 H 0.648 -0.160 -6.480
81 C -6.522 -5.342 0.282
82 C -1.843 4.614 -1.800
83 N 1.268 5.113 -0.247
84 H 6.171 -0.387 5.170

Cartesian forces (eV/Å) of the 3 atoms listed first:
H -0.049 0.039 0.149
H 0.044 -0.062 -0.022
C -0.014 -0.027 0.067

- E_HOMO (eV) = -2.336
- gap between HOMO and LUMO (eV) = 4.244
- net charge = -1



# C27H46O15

5 unconnected molecules or ions with the total composition C27H46O15 (ωB97M-V/def2-TZVPD, the OMol25 dataset).

Element x y z (Å)
1 H 0.109 2.108 2.761
2 C 0.096 -6.229 0.703
3 O 0.718 7.396 2.758
4 C -1.021 0.979 -5.084
5 H -0.552 8.895 3.321
6 H -1.073 4.230 2.535
7 H 0.617 9.358 2.074
8 O 0.139 1.512 -4.390
9 H 5.625 -3.617 4.683
10 C -1.033 1.928 2.835
11 O 2.853 7.908 2.168
12 H 0.109 -1.218 -3.756
13 O 0.963 -7.348 0.520
14 C -3.156 3.298 2.072
15 H -4.139 -0.039 -4.600
16 H -4.073 3.101 -4.917
17 H 2.161 -5.362 -1.480
18 O 0.232 1.230 -1.982
19 C -5.771 0.754 -5.873
20 H -2.536 4.372 -2.732
21 C 0.483 8.783 2.993
22 H -0.390 0.325 4.281
23 H -6.547 1.590 -5.729
24 H -4.509 4.401 0.656
25 C -3.472 4.548 1.119
26 C -1.258 1.078 4.188
27 C 4.068 -3.744 2.563
28 H 4.255 -3.790 5.792
29 C 3.380 -3.357 0.374
30 C -4.497 0.857 -5.220
31 O 5.036 -4.363 2.193
32 H 2.967 -6.157 -2.840
33 O 3.727 -3.500 3.840
34 C 1.160 -10.686 1.502
35 H -3.301 2.306 -6.410
36 H 1.142 -10.592 2.590
37 H -1.816 2.581 -0.188
38 H 0.209 -11.076 1.132
39 H -1.293 1.724 5.132
40 H 1.228 -5.846 -2.938
41 C 1.102 -1.001 -3.355
42 H -1.503 5.499 0.365
43 C -1.760 3.383 2.865
44 H -3.692 3.082 -2.115
45 H 0.036 -5.957 1.759
46 C 1.577 -3.237 -2.918
47 H -4.021 3.213 2.826
48 C -3.544 2.155 -5.290
49 H 4.097 5.567 2.459
50 H -2.219 0.458 4.147
51 H 2.575 -2.860 -0.168
52 H 1.518 -0.155 -3.898
53 O 2.049 5.782 2.164
54 H -1.349 1.285 1.943
55 O 1.461 -9.432 0.893
56 H -0.734 3.769 -1.070
57 O -1.051 0.045 -5.906
58 H 4.665 -5.136 4.717
59 H 1.949 -11.387 1.229
60 H -3.570 5.473 1.808
61 O 3.144 -3.177 1.770
62 C 1.965 7.111 2.345
63 C -1.836 3.546 -0.794
64 H 4.327 -2.899 0.081
65 C -2.196 1.874 -4.478
66 H -0.897 -6.441 0.301
67 H 1.043 -0.735 -2.300
68 O 0.583 -3.358 -2.241
69 C -0.363 1.626 -3.035
70 H -2.903 5.496 -0.809
71 C 3.328 5.331 1.721
72 H -2.028 3.555 3.978
73 C 0.562 -8.466 1.148
74 C 4.628 -4.048 4.800
75 H -5.937 -0.146 -6.558
76 O 2.478 -4.201 -3.175
77 C -1.783 2.342 -3.186
78 C -2.581 3.328 -2.225
79 H 1.138 9.157 3.782
80 H 0.517 -5.386 0.154
81 H 3.279 4.247 1.609
82 H -3.183 2.328 1.447
83 H 3.577 5.767 0.751
84 O -0.432 -8.583 1.822
85 C 2.178 -5.456 -2.567
86 C -2.375 4.839 -0.014
87 O 1.974 -2.118 -3.543
88 H 3.367 -4.418 0.116

Cartesian forces (eV/Å) of the 3 atoms listed first:
H -1.816 -0.332 -0.035
C -0.247 0.457 0.035
O 0.325 -0.231 -0.146

- E_HOMO (eV) = -8.868
- gap between HOMO and LUMO (eV) = 8.021



Please write out number 2 again, unchanged.
# C27H46BrNOP2STi

A molecular structure, C27H46BrNOP2STi (ωB97M-V/def2-TZVPD, the OMol25 dataset).

Element x y z (Å)
1 C -1.528 -4.447 1.593
2 H 4.158 -2.530 1.283
3 H -0.075 -1.416 -2.594
4 H -2.213 2.125 3.996
5 S -0.269 0.781 4.449
6 C -3.482 2.240 -2.483
7 Br 2.248 0.371 0.513
8 C 0.010 1.459 -1.762
9 H 0.939 1.462 -2.337
10 H 7.594 1.290 0.651
11 H 0.951 -3.625 -0.663
12 H -3.606 1.816 -3.479
13 H -1.131 2.209 1.419
14 H 3.762 -0.945 2.010
15 P -0.531 -2.069 0.369
16 C 0.670 -2.587 -0.896
17 H -4.919 2.500 -4.644
18 C 5.433 0.989 0.638
19 C -6.564 5.828 -3.757
20 H 0.541 -3.818 1.564
21 H -1.289 1.088 -3.460
22 H 4.957 -2.727 3.583
23 C -3.287 -1.592 0.623
24 H 6.824 1.707 -0.896
25 O -0.456 0.344 2.907
26 C 0.204 -2.445 -2.340
27 H -6.320 3.722 -6.263
28 C -0.456 -3.360 1.650
29 H -0.464 -1.581 4.493
30 C 4.913 -1.253 -1.154
31 C -2.443 1.811 -0.299
32 H -0.478 -2.831 2.615
33 C -1.223 1.340 -2.394
34 H 4.917 -0.347 -1.781
35 H -7.095 6.771 -3.550
36 C -0.427 -0.808 5.269
37 H -4.057 3.840 -1.165
38 C -1.203 1.810 0.396
39 H -2.397 -3.089 -0.700
40 H -3.808 -2.440 1.088
41 C -0.037 1.520 -0.393
42 C -6.156 4.135 -5.264
43 C -2.404 1.708 -1.694
44 Ti -0.081 0.186 1.087
45 C -5.356 3.450 -4.348
46 H 5.615 -3.324 -1.284
47 H -1.205 -5.297 2.205
48 H -2.660 0.573 4.791
49 H -1.695 -4.823 0.577
50 C 6.700 1.727 0.192
51 C -4.195 3.345 -2.133
52 H -2.168 -1.413 -1.225
53 H -2.914 -0.939 1.429
54 H -3.374 1.958 0.238
55 C -5.735 5.238 -2.791
56 H 6.404 -2.419 2.602
57 H -1.876 1.894 5.746
58 H 0.438 -0.954 5.926
59 C -1.937 1.399 4.769
60 C 5.773 -2.361 -1.783
61 C -2.201 -2.068 -0.341
62 H 1.559 -1.963 -0.717
63 H 5.690 -1.117 3.578
64 P 5.626 -0.820 0.476
65 H -0.648 -3.103 -2.546
66 H 6.839 -2.112 -1.712
67 H 1.023 -2.739 -3.007
68 H -2.488 -4.105 1.996
69 H 5.218 1.194 1.698
70 H -5.589 5.759 -1.841
71 C 4.585 -1.620 1.739
72 H 5.525 -2.494 -2.840
73 H 3.870 -1.571 -1.012
74 N -6.750 5.288 -4.965
75 C 5.458 -1.986 2.951
76 H 4.571 1.306 0.036
77 C -5.104 4.001 -3.071
78 H -1.333 -0.815 5.881
79 H -4.026 -1.008 0.061
80 H 6.639 2.776 0.496

Cartesian forces (eV/Å) of the 3 atoms listed first:
C -0.078 -0.329 0.165
H 0.173 0.333 0.075
H 0.042 -0.189 0.124

- energy above the lowest of the compared OMol25 structures with the same formula, charge and spin (kcal/mol) = 36.4
- E_HOMO (alpha / beta) (eV) = -12.092 / -12.121
- gap between HOMO and LUMO (alpha / beta) (eV) = 6.867 / 3.840
- net charge = +2
- 2S+1 = 3